The following is a quantum chemistry calculation of a structure of composition C28H25BrCoN4O5S, from the Open Molecules 2025 dataset.

Last column: Mulliken charge in e.
Geometry (Å):
Co -0.484 0.457 -0.161  -0.51
Br 0.535 -6.283 3.066  -0.24
C -0.034 -4.745 2.112  -0.16
C 0.612 -3.537 2.287  -1.06
C 0.204 -2.422 1.577  0.41
C -0.847 -2.462 0.654  0.43
C -1.483 -3.711 0.507  -0.95
C -1.088 -4.829 1.225  -0.75
N -1.275 -1.301 -0.036  1.35
C -2.121 -1.582 -1.133  -0.16
C -2.457 -0.377 -1.955  -0.49
C -3.479 -0.383 -2.890  -1.10
C -3.682 0.751 -3.656  -0.50
C -2.854 1.850 -3.472  -0.97
C -1.858 1.773 -2.517  -0.33
N -1.681 0.683 -1.772  0.67
H 1.445 -3.457 2.973  0.48
H 0.745 -1.506 1.732  0.33
H -2.298 -3.855 -0.181  0.33
H -1.604 -5.768 1.079  0.43
H -3.040 -2.112 -0.851  0.62
H -4.086 -1.269 -3.019  0.57
H -4.471 0.777 -4.396  0.46
H -2.971 2.749 -4.060  0.47
H -1.170 2.589 -2.334  0.54
C -3.354 1.101 0.609  -1.08
N -1.934 1.269 0.969  0.23
C -1.651 2.717 1.050  -1.01
C -1.769 0.624 2.303  -1.33
C -0.319 0.680 2.635  2.25
C 0.195 0.955 3.894  -0.93
C 1.568 1.027 4.070  -0.75
C 2.403 0.835 2.976  -1.10
C 1.872 0.582 1.717  1.46
C 0.494 0.506 1.524  -1.02
H -3.972 1.511 1.413  0.50
H -3.580 0.043 0.505  0.28
H -3.599 1.630 -0.308  0.30
H -2.319 3.190 1.777  0.38
H -1.818 3.165 0.072  0.25
H -0.619 2.883 1.342  0.36
H -2.097 -0.409 2.175  0.36
H -2.408 1.108 3.050  0.58
H -0.476 1.104 4.734  0.45
H 1.983 1.236 5.047  0.38
H 3.478 0.887 3.099  0.46
H 2.563 0.405 0.904  0.43
O 2.211 -1.324 -3.215  -0.67
S 2.348 -0.989 -1.831  1.16
O 2.568 -2.018 -0.866  -0.63
N 1.096 -0.012 -1.356  -0.07
C 1.499 1.237 -1.193  0.23
O 0.675 2.056 -0.698  -0.67
C 2.935 1.500 -1.427  0.09
C 3.649 2.677 -1.301  -0.50
C 5.024 2.618 -1.487  -0.66
C 5.656 1.411 -1.777  -0.49
C 4.933 0.229 -1.900  -0.73
C 3.569 0.305 -1.716  0.21
H 3.145 3.603 -1.061  0.53
H 5.616 3.520 -1.400  0.41
H 6.731 1.390 -1.899  0.41
H 5.420 -0.712 -2.118  0.49
O -0.726 -2.002 -2.961  -0.27
O -1.551 -2.570 -2.130  -0.10

Results
Spin multiplicity: 2
Lowest unoccupied orbital energy (alpha / beta), eV: -0.013 / -0.134
E_HOMO (alpha / beta), eV: -7.2 / -7.2
Orbital gap (alpha / beta), eV: 7.21 / 7.06
Relative energy (zero: lowest compared OMol25 entry of this formula, charge and spin), eV: 0.000
Electronic energy, Eh: -6032.0470